No. 1
Entry from OMol25: a molecular structure, C35H33ClN4Si2V at a distorted geometry (ωB97M-V/def2-TZVPD).

The expectation value of S² is 3.84. The calculation puts the lowest unoccupied orbital energy (alpha / beta) at -0.3 / -0.4 eV. The value obtained for the HOMO energy (alpha / beta) is -4.76 / -5.25 eV. For the gap between HOMO and LUMO (alpha / beta), the calculation gives 4.441 / 4.864 eV. For the energy relative to the best compared isomer or geometry (same formula, charge and spin), the calculation gives 18.5 kcal per mole.

Geometry as ORCA input:
```
! RIJCOSX wB97M-V def2-TZVPD def2/J DEFGRID3
* xyz 0 4
C 0.220 1.411 -2.059
C 1.368 1.326 -1.218
C 2.451 0.779 -1.978
H 1.469 1.775 -0.233
C 1.983 0.603 -3.329
C 0.587 0.951 -3.359
H -0.038 0.970 -4.250
H -0.725 1.884 -1.790
H 3.469 0.647 -1.626
H 2.595 0.325 -4.183
V 0.965 -0.771 -2.024
Si 1.576 -4.198 2.597
C 3.072 -4.038 3.685
C 3.811 -5.184 4.006
H 3.481 -6.162 3.643
C 4.973 -5.065 4.770
H 5.549 -5.958 5.018
C 5.420 -3.807 5.187
H 6.336 -3.719 5.774
C 4.697 -2.661 4.846
H 5.058 -1.675 5.144
C 3.508 -2.776 4.121
H 2.929 -1.881 3.885
C 2.102 -3.561 0.944
C 2.835 -2.393 0.899
H 3.196 -1.933 1.818
C 3.261 -1.882 -0.353
H 3.973 -1.064 -0.418
C 2.437 -2.200 -1.510
H 2.633 -1.690 -2.486
C 1.848 -3.558 -1.488
H 1.399 -3.973 -2.388
C 1.915 -4.274 -0.271
H 1.627 -5.325 -0.217
H 0.547 -3.277 3.125
Si 3.686 -3.537 -1.272
C 4.610 -3.996 -2.878
C 6.005 -3.885 -2.874
H 6.506 -3.448 -2.010
C 6.769 -4.351 -3.946
H 7.855 -4.289 -3.905
C 6.133 -4.900 -5.068
H 6.728 -5.264 -5.910
C 4.734 -4.971 -5.095
H 4.236 -5.388 -5.969
C 3.973 -4.514 -4.011
H 2.885 -4.554 -4.059
C 4.984 -4.256 -0.034
C 5.767 -3.394 0.737
H 5.678 -2.310 0.650
C 6.684 -3.909 1.656
H 7.261 -3.217 2.272
C 6.838 -5.290 1.783
H 7.565 -5.688 2.490
C 6.037 -6.154 1.030
H 6.133 -7.235 1.144
C 5.092 -5.636 0.137
H 4.450 -6.319 -0.428
H 1.129 -5.517 2.552
Cl 0.746 -2.018 -4.006
N -1.124 -0.756 1.647
C 0.027 -0.278 2.269
C 1.000 -0.257 1.310
N 0.481 -0.713 0.107
C -0.809 -1.037 0.344
C -1.686 -1.139 -0.783
N -1.156 -1.018 -2.018
C -2.203 -0.779 -2.897
C -3.365 -0.663 -2.179
N -3.033 -0.896 -0.849
H -2.006 -0.985 2.086
H 0.056 0.038 3.300
H 2.021 0.068 1.428
H -2.020 -0.707 -3.956
H -4.358 -0.401 -2.500
H -3.659 -0.935 -0.049
*
```

No. 2
Entry from OMol25: a single C5H10O molecule at a distorted geometry (ωB97M-V/def2-TZVPD).

The calculation puts the lowest unoccupied orbital energy (alpha / beta) at 0.5 / 0.7 eV. The value obtained for the HOMO energy (alpha / beta) is -6.59 / -7.75 eV. For the gap between HOMO and LUMO (alpha / beta), the calculation gives 7.107 / 8.495 eV. For the energy relative to the best compared isomer or geometry (same formula, charge and spin), the calculation gives 94.0 kcal per mole.

Geometry as ORCA input:
```
! RIJCOSX wB97M-V def2-TZVPD def2/J DEFGRID3
* xyz 0 1
O -2.318 0.250 -0.306
C -0.986 0.069 -0.233
C -0.403 -1.357 0.012
C 0.929 -1.437 0.524
C 1.110 1.205 -0.443
C -0.228 1.222 0.329
H -2.684 -0.452 -0.868
H 1.075 0.352 -1.134
H -1.083 -1.574 0.862
H -0.654 -2.045 -0.808
H 1.748 -1.823 -0.077
H 1.188 -0.944 1.456
H 2.002 1.123 0.178
H 1.194 2.101 -1.061
H -0.095 1.166 1.420
H -0.794 2.143 0.148
*
```

No. 3
Entry from OMol25: a molecular structure, C4H10ClNSi at a distorted geometry (ωB97M-V/def2-TZVPD).

The calculation puts the lowest unoccupied orbital energy at 0.8 eV. The value obtained for the HOMO energy is -8.61 eV. For the gap between HOMO and LUMO, the calculation gives 9.452 eV. For the energy relative to the best compared isomer or geometry (same formula, charge and spin), the calculation gives 81.3 kcal per mole.

Geometry as ORCA input:
```
! RIJCOSX wB97M-V def2-TZVPD def2/J DEFGRID3
* xyz 0 1
C -1.610 -2.455 -1.620
C -0.364 -2.167 -1.267
C 1.334 1.324 1.757
C 0.580 1.684 -0.562
N 0.461 0.821 0.665
Si -0.406 -0.569 0.655
Cl -2.409 -0.005 0.767
H -1.801 -3.333 -2.352
H -2.418 -1.974 -1.115
H 0.500 -2.385 -1.736
H 1.011 2.428 1.943
H 1.120 0.817 2.638
H 2.337 1.530 1.348
H 1.101 1.170 -1.283
H -0.412 1.741 -1.022
H 0.816 2.695 -0.474
H 0.160 -1.322 1.658
*
```

No. 4
Entry from OMol25: a single C4H8ClOP molecule at a distorted geometry (ωB97M-V/def2-TZVPD).

The calculation puts the lowest unoccupied orbital energy (alpha / beta) at -1.3 / 0.0 eV. The value obtained for the HOMO energy (alpha / beta) is -8.51 / -8.53 eV. For the gap between HOMO and LUMO (alpha / beta), the calculation gives 7.228 / 8.492 eV. For the energy relative to the best compared isomer or geometry (same formula, charge and spin), the calculation gives 80.0 kcal per mole.

Geometry as ORCA input:
```
! RIJCOSX wB97M-V def2-TZVPD def2/J DEFGRID3
* xyz 0 1
C 0.997 1.105 0.587
C -0.083 0.148 1.002
C 1.892 0.468 -0.393
C -1.237 -0.181 0.045
O -0.440 -2.736 -1.060
P -0.908 -1.414 -1.321
Cl -2.665 -1.473 -2.285
H 0.466 1.848 -0.008
H 1.425 1.616 1.585
H 0.501 -0.840 1.356
H -0.636 0.524 1.918
H 2.475 1.208 -1.021
H 1.795 -0.635 -0.522
H -2.179 -0.408 0.582
H -1.404 0.771 -0.464
*
```

No. 5
Entry from OMol25: 2 unconnected molecules or ions with the total composition CH2ClN2O2 at a distorted geometry (ωB97M-V/def2-TZVPD).

The calculation puts the lowest unoccupied orbital energy (alpha / beta) at 3.6 / 3.7 eV. The value obtained for the HOMO energy (alpha / beta) is -4.09 / -3.77 eV. For the gap between HOMO and LUMO (alpha / beta), the calculation gives 7.720 / 7.427 eV. For the energy relative to the best compared isomer or geometry (same formula, charge and spin), the calculation gives 94.5 kcal per mole.

Geometry as ORCA input:
```
! RIJCOSX wB97M-V def2-TZVPD def2/J DEFGRID3
* xyz -1 1
C -1.212 -0.293 -0.413
N 0.840 -0.813 0.535
N 1.434 0.267 0.372
O 0.904 1.308 -0.158
O 2.659 0.311 0.644
Cl -2.243 -0.997 0.652
H -1.447 -0.614 -1.399
H -0.936 0.832 -0.232
*
```

No. 6
Entry from OMol25: 2 unconnected molecules or ions with the total composition C5H14O at a distorted geometry (ωB97M-V/def2-TZVPD).

Its SMILES is CCCCC.O. The calculation puts the lowest unoccupied orbital energy at 0.8 eV. The value obtained for the HOMO energy is -10.77 eV. For the gap between HOMO and LUMO, the calculation gives 11.604 eV. For the energy relative to the best compared isomer or geometry (same formula, charge and spin), the calculation gives 21.0 kcal per mole.

Geometry as ORCA input:
```
! RIJCOSX wB97M-V def2-TZVPD def2/J DEFGRID3
* xyz 0 1
C 0.311 0.156 1.219
C -1.183 0.400 1.552
C -2.082 0.988 0.394
C -1.642 2.322 -0.222
C 0.507 -0.573 -0.132
H 0.771 1.153 1.222
H 0.677 -0.366 2.106
H -1.460 0.986 2.428
H -1.734 -0.549 1.679
H -3.115 0.979 0.778
H -2.136 0.197 -0.356
H -2.575 2.766 -0.554
H -0.936 2.874 0.402
H -1.070 2.237 -1.169
H 1.084 0.031 -0.835
H 0.996 -1.552 -0.014
H -0.462 -0.836 -0.529
H 2.662 -2.994 -2.506
H 3.739 -1.940 -2.300
O 3.562 -2.870 -2.154
*
```

No. 7
Entry from OMol25: a gas-phase ion, C3H7N2O2S (charge +1) at a distorted geometry (ωB97M-V/def2-TZVPD).

Its SMILES is CC(C(N)=[NH2+])=S(=O)=O. The calculation puts the lowest unoccupied orbital energy at -5.1 eV. The value obtained for the HOMO energy is -14.47 eV. For the gap between HOMO and LUMO, the calculation gives 9.355 eV. For the energy relative to the best compared isomer or geometry (same formula, charge and spin), the calculation gives 0.0 kcal per mole.

Geometry as ORCA input:
```
! RIJCOSX wB97M-V def2-TZVPD def2/J DEFGRID3
* xyz 1 1
C -0.240 -0.875 -0.492
C 0.373 -0.343 0.668
C -0.854 -0.064 -1.583
N 0.404 0.982 0.809
N 0.909 -1.102 1.615
O -0.903 -3.036 -1.886
O 0.284 -3.358 0.286
S -0.288 -2.530 -0.721
H -0.126 0.589 -2.066
H -1.685 0.541 -1.220
H -1.248 -0.730 -2.345
H 0.008 1.588 0.109
H 0.827 1.409 1.617
H 0.907 -2.113 1.543
H 1.331 -0.685 2.429
*
```

No. 8
Entry from OMol25: a single C6H16N3PS molecule at a distorted geometry (ωB97M-V/def2-TZVPD).

Its SMILES is C/C=N/[P@@](N)(=S)NCCCC. The calculation puts the lowest unoccupied orbital energy at 0.9 eV. The value obtained for the HOMO energy is -8.74 eV. For the gap between HOMO and LUMO, the calculation gives 9.591 eV. For the energy relative to the best compared isomer or geometry (same formula, charge and spin), the calculation gives 0.0 kcal per mole.

Geometry as ORCA input:
```
! RIJCOSX wB97M-V def2-TZVPD def2/J DEFGRID3
* xyz 0 1
C -2.715 -0.717 2.437
C -2.706 -0.938 3.971
C 3.111 2.285 -0.156
C 2.372 1.306 -1.209
C 1.585 0.362 -0.427
C 0.732 -0.645 -1.245
N -1.803 -1.172 1.745
N -2.893 -1.509 -0.762
N -0.118 -1.346 -0.420
P -1.629 -0.621 -0.083
S -1.905 1.298 -0.255
H -3.507 0.107 2.157
H -2.463 0.064 4.343
H -1.888 -1.652 4.408
H -3.604 -1.304 4.401
H 3.771 1.750 0.482
H 3.635 3.023 -0.850
H 2.372 2.913 0.391
H 1.742 1.875 -1.876
H 3.122 0.913 -1.815
H 2.042 -0.217 0.316
H 0.613 0.846 -0.049
H 1.446 -1.371 -1.696
H 0.103 -0.279 -1.989
H -3.094 -1.020 -1.649
H -2.656 -2.449 -0.970
H 0.346 -1.698 0.418
*
```